[1]
{
  "formula": "C31H29BCeN10O4",
  "method": "ωB97M-V with the def2-TZVPD basis set",
  "species": ["Ce", "O", "C", "C", "C", "C", "C", "C", "C", "N", "C", "C", "N", "C", "C", "C", "C", "C", "C", "C", "O", "H", "H", "H", "H", "H", "H", "H", "H", "H", "H", "H", "H", "H", "H", "C", "C", "N", "N", "C", "B", "N", "C", "C", "C", "N", "N", "C", "C", "C", "N", "H", "H", "H", "H", "H", "H", "H", "H", "H", "H", "O", "N", "N", "O", "C", "C", "C", "C", "C", "C", "H", "H", "H", "H", "H"],
  "positions_angstrom": [[0.206, 0.062, 0.562], [1.426, -1.954, 0.419], [1.864, -2.909, 1.142], [1.673, -4.272, 0.762], [2.115, -5.314, 1.535], [2.825, -5.081, 2.723], [3.080, -3.783, 3.093], [2.606, -2.693, 2.349], [2.941, -1.360, 2.771], [2.394, -0.283, 2.358], [2.990, 0.970, 2.773], [3.147, 1.847, 1.536], [1.815, 2.171, 1.072], [1.641, 3.252, 0.417], [0.354, 3.762, 0.027], [0.297, 4.896, -0.796], [-0.896, 5.469, -1.165], [-2.079, 4.894, -0.685], [-2.061, 3.788, 0.127], [-0.847, 3.142, 0.516], [-0.843, 2.112, 1.282], [1.145, -4.449, -0.167], [1.923, -6.334, 1.221], [3.175, -5.910, 3.326], [3.653, -3.583, 3.994], [3.768, -1.296, 3.496], [3.962, 0.826, 3.268], [2.320, 1.484, 3.470], [3.681, 1.274, 0.770], [3.732, 2.746, 1.772], [2.505, 3.877, 0.149], [1.233, 5.321, -1.148], [-0.920, 6.339, -1.808], [-3.035, 5.324, -0.966], [-2.996, 3.374, 0.479], [-0.519, -3.349, 3.891], [-0.178, -2.037, 3.541], [-0.650, -1.727, 2.339], [-1.293, -2.822, 1.890], [-1.225, -3.809, 2.799], [-2.152, -2.814, 0.602], [-1.308, -2.753, -0.685], [-1.088, -3.753, -1.554], [-0.400, -3.241, -2.635], [-0.245, -1.884, -2.326], [-0.797, -1.603, -1.154], [-3.029, -1.554, 0.681], [-4.365, -1.504, 0.823], [-4.721, -0.193, 1.062], [-3.500, 0.497, 1.056], [-2.492, -0.329, 0.822], [-0.269, -3.882, 4.791], [0.383, -1.316, 4.112], [-1.697, -4.760, 2.621], [-2.836, -3.799, 0.580], [-1.437, -4.753, -1.353], [-0.055, -3.763, -3.511], [0.237, -1.121, -2.916], [-4.961, -2.399, 0.749], [-5.707, 0.208, 1.225], [-3.305, 1.539, 1.234], [1.909, 0.498, -1.182], [1.622, 1.191, -2.207], [0.392, 1.529, -2.321], [-0.542, 1.224, -1.467], [0.036, 2.298, -3.470], [-1.236, 2.850, -3.511], [-1.621, 3.597, -4.612], [-0.747, 3.792, -5.670], [0.524, 3.233, -5.622], [0.922, 2.484, -4.530], [-1.891, 2.685, -2.668], [-2.609, 4.039, -4.640], [-1.056, 4.367, -6.535], [1.209, 3.382, -6.448], [1.904, 2.039, -4.478]],
  "atomic_forces_ev_per_a": [[-0.1, 0.1, 0.5], [0.2, -0.3, -0.1], [0.3, -0.2, 0.2], [-0.1, 0.1, -0.1], [0.1, 0.1, 0.1], [0.0, -0.1, 0.0], [0.0, 0.1, 0.0], [-0.2, -0.2, -0.3], [0.1, 0.1, 0.0], [-0.1, 0.1, 0.1], [0.1, 0.2, 0.0], [0.1, -0.1, 0.1], [0.2, 0.2, -0.2], [0.2, 0.0, 0.3], [-0.4, -0.2, -0.1], [0.1, -0.1, 0.1], [0.0, 0.1, 0.0], [0.0, 0.1, 0.0], [0.0, -0.1, 0.1], [0.0, 0.6, 0.0], [-0.4, 0.0, -0.1], [0.0, 0.0, 0.0], [0.0, 0.0, 0.0], [0.0, 0.0, 0.0], [0.0, 0.0, 0.0], [0.0, 0.0, 0.0], [0.0, 0.0, 0.0], [0.0, 0.0, 0.0], [0.0, 0.0, 0.0], [0.0, 0.0, 0.0], [0.0, 0.0, 0.1], [0.0, 0.0, 0.0], [0.0, 0.0, 0.0], [0.0, 0.0, 0.0], [0.0, 0.0, 0.0], [0.0, 0.0, 0.0], [-0.1, -0.1, 0.0], [0.1, -0.2, 0.4], [-0.1, -0.2, 0.0], [0.0, 0.1, 0.1], [0.1, 0.4, 0.0], [-0.1, -0.2, -0.1], [0.0, 0.0, -0.1], [0.0, 0.0, 0.0], [-0.1, -0.1, -0.1], [-0.1, -0.2, -0.3], [-0.2, -0.2, 0.0], [0.0, 0.1, 0.0], [0.0, 0.0, 0.0], [-0.1, 0.0, 0.0], [-0.1, 0.1, -0.1], [0.0, 0.0, 0.0], [0.0, 0.0, -0.1], [0.0, 0.0, -0.1], [0.0, -0.1, 0.0], [0.0, 0.0, 0.0], [0.0, 0.0, 0.0], [0.0, 0.1, 0.1], [0.0, 0.0, 0.0], [0.0, 0.0, 0.0], [0.1, 0.0, 0.0], [-0.5, 0.1, -0.3], [0.3, 0.0, -0.2], [0.2, 0.0, -0.1], [0.4, -0.1, -0.1], [-0.1, 0.2, -0.3], [0.0, -0.1, 0.2], [0.0, 0.1, -0.1], [-0.1, 0.0, 0.0], [0.0, 0.0, 0.0], [0.0, -0.1, 0.2], [0.0, 0.0, 0.0], [0.0, 0.0, 0.0], [0.0, 0.0, 0.0], [0.0, 0.0, 0.0], [0.0, 0.0, 0.0]],
  "mulliken_spin": [1.00, 0.00, 0.00, 0.00, 0.00, 0.00, 0.00, 0.00, 0.00, 0.00, 0.00, 0.00, 0.00, 0.00, 0.00, 0.00, 0.00, 0.00, 0.00, 0.00, 0.00, 0.00, 0.00, 0.00, 0.00, 0.00, 0.00, 0.00, 0.00, 0.00, 0.00, 0.00, 0.00, 0.00, 0.00, 0.00, 0.00, 0.00, 0.01, 0.00, -0.01, 0.00, 0.00, 0.00, 0.00, 0.01, 0.00, 0.00, 0.00, 0.00, 0.00, 0.00, 0.00, 0.00, 0.00, 0.00, 0.00, 0.00, 0.00, 0.00, 0.00, 0.00, 0.00, 0.00, 0.00, 0.00, 0.00, 0.00, 0.00, 0.00, 0.00, 0.00, 0.00, 0.00, 0.00, 0.00],
  "total_energy_ha": -2547.45138,
  "multiplicity": 2,
  "fmax_ev_per_a": 0.63,
  "charge": -1,
  "de_lowest_kj_mol": 18.2,
  "homo_lumo_gap_ev": [7.3, 7.4]
}


[2]
{
  "formula": "C36H34BiN11S3",
  "method": "ωB97M-V with the def2-TZVPD basis set",
  "species": ["Bi", "C", "N", "C", "C", "C", "C", "C", "C", "C", "N", "C", "C", "C", "C", "C", "C", "N", "C", "C", "H", "H", "H", "H", "H", "H", "H", "H", "H", "H", "H", "H", "H", "H", "H", "H", "H", "H", "H", "H", "N", "C", "C", "C", "C", "C", "C", "S", "N", "C", "C", "C", "C", "C", "C", "N", "H", "H", "H", "H", "H", "H", "H", "H", "H", "S", "C", "C", "N", "C", "S", "C", "N", "N", "C", "C", "N", "C", "C", "N", "H", "H", "H", "H", "H"],
  "positions_angstrom": [[-0.254, -0.020, -0.844], [0.456, 0.838, -4.131], [-0.266, -0.219, -3.444], [0.309, -1.522, -3.753], [-1.681, -0.228, -3.677], [-2.289, 0.421, -4.733], [-3.667, 0.401, -4.866], [-4.440, -0.252, -3.923], [-3.844, -0.893, -2.853], [-2.457, -0.918, -2.729], [-1.775, -1.480, -1.667], [-2.229, -2.580, -0.988], [-3.173, -3.471, -1.525], [-3.700, -4.503, -0.776], [-3.318, -4.681, 0.542], [-2.291, -3.903, 1.046], [-1.706, -2.907, 0.284], [-0.486, -2.279, 0.693], [0.606, -3.132, 0.253], [-0.339, -1.958, 2.100], [0.508, 0.673, -5.214], [1.473, 0.880, -3.742], [-0.021, 1.797, -3.933], [0.189, -1.765, -4.815], [-0.196, -2.282, -3.160], [1.371, -1.516, -3.510], [-1.697, 0.954, -5.459], [-4.128, 0.918, -5.693], [-5.517, -0.249, -4.009], [-4.447, -1.342, -2.077], [-3.490, -3.340, -2.548], [-4.409, -5.181, -1.227], [-3.771, -5.445, 1.154], [-1.929, -4.080, 2.049], [0.567, -4.115, 0.745], [1.553, -2.648, 0.479], [0.527, -3.299, -0.822], [-0.095, -2.837, 2.707], [-1.256, -1.516, 2.477], [0.471, -1.236, 2.197], [4.096, 1.085, 2.428], [3.753, 1.670, 3.646], [4.723, 1.846, 4.618], [4.401, 2.454, 5.823], [3.115, 2.891, 6.059], [2.130, 2.694, 5.101], [2.448, 2.088, 3.906], [1.173, 1.783, 2.691], [1.922, 0.837, 1.552], [3.179, 0.624, 1.508], [3.722, -0.173, 0.396], [5.072, -0.096, 0.030], [5.539, -0.936, -0.965], [4.651, -1.799, -1.588], [3.321, -1.741, -1.205], [2.867, -0.975, -0.233], [5.039, 0.735, 2.373], [5.734, 1.513, 4.430], [5.169, 2.591, 6.566], [2.865, 3.382, 6.983], [1.116, 3.016, 5.275], [5.745, 0.617, 0.484], [6.583, -0.919, -1.241], [4.977, -2.485, -2.353], [2.583, -2.370, -1.682], [1.731, 1.898, -1.466], [0.725, 3.239, -1.097], [1.423, 4.400, -0.713], [2.033, 5.323, -0.407], [-0.646, 3.257, -1.065], [-1.692, 1.936, -1.618], [-1.291, 4.322, -0.439], [-1.789, 5.131, 0.215], [-2.826, 3.744, 2.578], [-2.914, 2.489, 2.092], [-1.811, 1.859, 1.474], [-1.900, 0.639, 0.994], [-3.049, -0.021, 1.146], [-4.111, 0.581, 1.798], [-4.058, 1.816, 2.261], [-2.171, 4.380, 2.136], [-3.695, 4.156, 2.883], [-0.884, 2.393, 1.346], [-3.112, -1.013, 0.736], [-5.046, 0.058, 1.936]],
  "atomic_forces_ev_per_a": [[0.6, -0.2, 0.2], [0.3, 0.2, -0.4], [0.1, 0.0, 0.1], [0.1, -0.5, -0.2], [-0.4, -0.3, 0.0], [0.0, 0.0, -0.1], [0.0, 0.0, 0.0], [-0.1, 0.1, 0.0], [0.0, 0.1, 0.0], [-0.2, 0.0, -0.4], [0.4, 0.3, 0.4], [-0.2, -0.5, 0.2], [0.1, 0.0, 0.0], [0.0, -0.1, 0.1], [0.0, -0.1, 0.1], [0.0, 0.0, 0.0], [-0.3, -0.2, 0.0], [-0.3, 0.1, -0.2], [0.4, -0.2, 0.0], [0.0, 0.0, 0.2], [-0.1, -0.1, 0.0], [-0.2, 0.0, -0.2], [0.1, 0.0, 0.0], [0.1, 0.0, 0.0], [0.1, -0.1, -0.1], [0.1, 0.0, 0.0], [0.1, 0.1, -0.1], [-0.1, 0.0, -0.1], [-0.1, 0.0, 0.0], [0.0, 0.0, -0.1], [-0.1, 0.0, 0.0], [-0.2, 0.0, 0.0], [0.0, -0.1, 0.0], [0.1, 0.0, 0.1], [0.0, 0.1, 0.0], [0.0, -0.1, 0.0], [0.0, 0.0, -0.1], [0.0, -0.1, 0.0], [0.0, 0.1, 0.1], [0.1, 0.0, 0.1], [0.3, -0.1, -0.4], [-0.2, 0.3, 0.5], [-0.2, 0.0, -0.1], [0.1, 0.0, 0.0], [-0.1, 0.1, 0.1], [0.2, -0.1, -0.1], [-0.1, -0.3, -0.5], [0.3, 0.4, 0.7], [0.3, -0.5, -0.3], [-0.6, 0.3, 0.6], [0.6, -0.2, -0.5], [-0.3, 0.0, 0.1], [-0.1, -0.1, 0.0], [0.1, 0.2, 0.0], [0.2, -0.2, -0.2], [-0.1, 0.3, 0.2], [-0.2, 0.0, 0.0], [0.1, 0.0, 0.0], [0.1, 0.0, 0.1], [0.0, 0.1, 0.2], [-0.2, 0.1, 0.1], [0.0, 0.0, 0.0], [0.1, 0.0, -0.1], [0.0, 0.0, -0.1], [-0.1, -0.2, -0.1], [0.3, 0.4, -0.1], [-0.7, -0.8, -0.2], [0.5, 0.8, 0.3], [0.1, 0.2, 0.1], [0.7, -1.1, -0.7], [0.0, 0.7, -0.4], [-0.4, 0.9, 0.7], [0.0, 0.2, -0.3], [0.1, 0.4, 0.3], [-0.1, -0.7, 0.0], [-0.3, 0.3, 0.2], [0.0, -0.1, 0.5], [-0.3, 0.0, 0.1], [0.2, -0.2, -0.2], [0.1, 0.5, 0.1], [-0.2, -0.1, 0.0], [0.1, -0.1, -0.1], [0.0, 0.1, 0.0], [-0.1, -0.1, 0.0], [-0.1, -0.1, 0.0]],
  "mulliken_charge": [1.70, -1.58, 1.12, -0.99, -0.30, -0.18, -0.93, -0.97, -0.55, 0.19, 0.17, 0.59, -0.67, -0.79, -1.06, -0.57, -0.86, 1.84, -1.24, -1.06, 0.41, 0.31, 0.46, 0.34, 0.23, 0.27, 0.43, 0.41, 0.41, 0.61, 0.60, 0.41, 0.43, 0.41, 0.32, 0.36, 0.28, 0.40, 0.48, -0.19, -0.09, -0.41, -0.64, -0.60, -0.74, -0.58, 0.76, -0.05, 0.34, 0.32, 0.46, -1.09, -0.64, -1.10, 0.18, 0.27, 0.21, 0.39, 0.38, 0.39, 0.47, 0.56, 0.45, 0.45, 0.36, -0.36, 1.08, -0.23, -0.55, 0.02, -0.32, 0.04, -0.78, -0.40, -0.61, -0.41, 1.02, -0.53, -0.69, -0.67, 0.26, 0.27, 0.89, 0.24, 0.43],
  "total_energy_ha": -3403.71907,
  "multiplicity": 1,
  "fmax_ev_per_a": 1.47,
  "charge": 0,
  "de_lowest_kj_mol": 128.6,
  "homo_lumo_gap_ev": 6.8
}